10
Properties=species:S:1:pos:R:3 method="wB97M-V/def2-TZVPD" e_lumo_ev=0.56 gap_ev=9.04 energy_ev=-16524.5093 smiles="CONC=S" charge=0 de_lowest_kcal_mol=89.29
C -1.526 -0.233 0.281
O -0.698 0.496 -0.601
N 0.620 -0.004 -0.572
C 1.666 0.525 0.079
S 3.254 -0.082 -0.095
H -2.439 0.296 0.136
H -1.079 -0.206 1.355
H -1.785 -1.246 -0.083
H 0.544 -1.117 -1.024
H 1.442 1.571 0.526

***

24
Properties=species:S:1:pos:R:3 method="wB97M-V/def2-TZVPD" e_lumo_ev=0.92 gap_ev=9.67 energy_ev=-10471.3035 smiles=NCCCCCN.O charge=0 de_lowest_kcal_mol=28.09
N 1.037 1.610 0.994
C 1.725 1.150 -0.203
C 0.932 0.993 -1.521
C 0.852 -0.459 -2.013
C 0.079 -1.331 -1.013
C -0.996 -2.241 -1.656
N -2.363 -1.867 -1.355
H 0.597 2.515 0.944
H 0.443 0.907 1.395
H 2.279 0.283 0.156
H 2.513 1.849 -0.458
H 1.380 1.655 -2.275
H -0.012 1.495 -1.452
H 0.378 -0.485 -3.000
H 1.889 -0.747 -2.208
H 0.702 -1.893 -0.343
H -0.491 -0.661 -0.368
H -0.870 -2.297 -2.730
H -0.845 -3.268 -1.349
H -2.583 -0.896 -1.221
H -2.926 -2.517 -0.834
O -0.916 2.246 6.954
H -1.041 1.303 6.810
H -1.761 2.654 6.742